(1)
This record from the Open Molecules 2025 dataset describes a 2-piece molecular cluster, C8H10NO6 overall at a distorted geometry. The level of theory is ωB97M-V with the def2-TZVPD basis set.

The value obtained for the total energy is -816.78355 hartree. The calculation puts the relative energy (zero: lowest compared OMol25 entry of this formula, charge and spin) at 0.000 eV.

```
! RIJCOSX wB97M-V def2-TZVPD def2/J DEFGRID3
* xyz 0 2
C -1.465 0.329 -2.075
C -0.979 0.506 -0.639
C -0.220 1.790 -0.596
C 0.790 2.110 0.293
C 1.490 1.162 1.052
C 1.205 -0.210 1.060
C -0.044 -0.651 -0.158
O 0.153 -1.676 -0.786
N -1.096 -2.757 0.875
O -0.554 -3.824 0.697
O -2.185 -2.333 0.542
C 2.222 -1.231 1.382
O -0.072 -0.659 1.279
O -2.058 0.570 0.230
O -0.679 2.668 -1.494
H -1.789 -0.708 -2.205
H -2.326 0.985 -2.262
H -0.659 0.528 -2.785
H 1.075 3.166 0.405
H 2.326 1.493 1.667
H -2.300 -0.354 0.465
H 3.140 -1.042 0.827
H 2.450 -1.188 2.454
H 1.854 -2.219 1.119
H -0.279 3.545 -1.348
*
```

These are the Mulliken partial charges, in e, on atoms 1 to 4:
1 C -1.903
2 C 2.074
3 C 0.386
4 C -0.986


(2)
This record from the Open Molecules 2025 dataset describes C8H10BCaF3N as an isolated structure at a distorted geometry. The level of theory is ωB97M-V with the def2-TZVPD basis set.

The value obtained for the total energy is -1366.91867 hartree.

```
! RIJCOSX wB97M-V def2-TZVPD def2/J DEFGRID3
* xyz 1 1
F -0.577 2.191 1.685
C -1.945 1.633 1.385
F -2.849 2.689 0.842
F -2.442 1.121 2.716
C -1.858 0.286 0.418
C -1.614 0.618 -1.169
B -0.078 1.055 -1.563
C 1.085 0.041 -0.897
C 0.694 -1.536 -0.946
C 1.805 -2.572 -0.244
C 3.098 -1.723 0.366
C 3.319 -0.114 0.272
N 2.285 0.749 -0.371
H -2.893 -0.299 0.482
H -1.060 -0.414 0.911
H -2.342 1.487 -1.538
H -1.868 -0.349 -1.800
H 0.053 1.057 -2.754
H 0.083 2.190 -1.237
H -0.315 -1.933 -1.409
H 1.674 -3.732 -0.185
H 3.941 -2.349 0.923
H 4.286 0.421 0.721
Ca -2.483 -0.516 3.393
*
```

These are the Mulliken partial charges, in e, on atoms 1 to 4:
1 F -0.176
2 C 1.155
3 F -0.183
4 F -0.314


(3)
This record from the Open Molecules 2025 dataset describes C6H10N2O as an isolated structure at a distorted geometry. The level of theory is ωB97M-V with the def2-TZVPD basis set.

The value obtained for the total energy is -419.23567 hartree. The calculation puts the relative energy (zero: lowest compared OMol25 entry of this formula, charge and spin) at 4.104 eV.

```
! RIJCOSX wB97M-V def2-TZVPD def2/J DEFGRID3
* xyz 0 1
C -1.998 -0.931 0.470
C -0.043 0.306 -1.308
C -0.309 0.828 1.002
C -0.588 -0.392 0.446
N 1.148 0.929 -1.535
N 1.769 -1.133 0.258
C 0.426 -1.217 -0.192
C 0.011 2.056 1.284
O -0.994 0.393 -2.051
H 1.958 0.578 -1.043
H 1.306 1.202 -2.494
H 2.139 -2.018 0.583
H 1.930 -0.430 0.969
H 0.102 -2.147 -0.642
H -2.064 -1.718 1.218
H -2.719 -0.139 0.654
H -2.291 -1.385 -0.475
H 0.210 2.358 2.309
H 0.009 2.859 0.546
*
```

These are the Mulliken partial charges, in e, on atoms 1 to 4:
1 C -1.585
2 C 0.508
3 C -0.346
4 C 1.338


(4)
This record from the Open Molecules 2025 dataset describes C23H29InN7O2 as an isolated structure. The level of theory is ωB97M-V with the def2-TZVPD basis set.

The value obtained for the total energy is -1617.47660 hartree. The calculation puts the relative energy (zero: lowest compared OMol25 entry of this formula, charge and spin) at 0.877 eV.

```
! RIJCOSX wB97M-V def2-TZVPD def2/J DEFGRID3
* xyz 1 1
In -0.508 1.002 -1.133
C 2.746 0.204 -1.359
N 1.675 1.199 -1.406
C 2.000 2.451 -1.553
C 1.008 3.445 -1.661
C 1.072 4.837 -1.730
C -0.246 5.289 -1.764
C -1.063 4.157 -1.717
N -0.312 3.044 -1.668
C 3.392 0.085 0.001
C 2.608 -0.058 1.145
C 3.200 -0.196 2.389
C 4.586 -0.190 2.505
C 5.370 -0.045 1.372
C 4.774 0.093 0.125
H 3.498 0.431 -2.118
H 2.312 -0.753 -1.643
H 3.049 2.738 -1.605
H 1.971 5.432 -1.736
H -0.584 6.310 -1.821
H -2.140 4.100 -1.735
H 1.524 -0.043 1.073
H 2.584 -0.305 3.272
H 5.049 -0.293 3.477
H 6.449 -0.034 1.457
H 5.392 0.208 -0.758
O -2.611 1.328 -0.709
N -2.928 1.378 0.536
N -1.976 1.200 1.343
O -0.725 0.992 0.979
C -2.245 1.239 2.763
C -1.168 1.323 3.626
C -1.414 1.369 4.991
C -2.714 1.331 5.471
C -3.779 1.244 4.582
C -3.554 1.195 3.218
H -0.164 1.360 3.235
H -0.582 1.441 5.678
H -2.900 1.368 6.535
H -4.794 1.212 4.953
H -4.375 1.128 2.520
C -2.281 -3.247 -3.512
N -2.052 -2.342 -2.388
C -2.956 -1.209 -2.317
C -0.872 -2.307 -1.738
N -0.357 -1.166 -1.302
N -0.224 -3.487 -1.553
C 1.186 -3.512 -1.203
C -0.957 -4.713 -1.247
H -2.301 -2.673 -4.441
H -3.238 -3.755 -3.398
H -1.492 -3.986 -3.584
H -3.941 -1.541 -2.638
H -2.648 -0.383 -2.968
H -3.031 -0.847 -1.299
H 0.439 -1.352 -0.702
H 1.740 -2.806 -1.817
H 1.574 -4.506 -1.412
H 1.362 -3.297 -0.142
H -2.026 -4.520 -1.230
H -0.657 -5.072 -0.261
H -0.745 -5.493 -1.979
*
```

These are the Mulliken partial charges, in e, on atoms 1 to 4:
1 In 1.605
2 C -1.215
3 N -0.174
4 C 0.372


(5)
This record from the Open Molecules 2025 dataset describes C14H15BrO11Pd as an isolated structure at a distorted geometry. The level of theory is ωB97M-V with the def2-TZVPD basis set.

The value obtained for the total energy is -4071.96424 hartree. The calculation puts the relative energy (zero: lowest compared OMol25 entry of this formula, charge and spin) at 0.000 eV.

```
! RIJCOSX wB97M-V def2-TZVPD def2/J DEFGRID3
* xyz -2 3
Pd -1.092 -0.505 -1.032
Br -2.852 -0.347 -2.899
C 0.524 -3.847 -3.492
C 0.238 -3.246 -2.127
O 0.448 -1.904 -1.894
H 0.316 -3.202 -4.347
H 0.199 -4.890 -3.538
H 1.615 -3.970 -3.549
H 1.024 -3.684 -1.463
H -0.585 -3.727 -1.566
C 2.125 0.938 1.498
C 2.291 2.046 2.377
C 0.952 2.769 2.862
O 1.071 3.452 3.877
C -0.317 2.342 2.305
C -0.383 1.244 1.481
C 0.860 0.504 1.115
O 0.749 -0.487 0.333
O -1.485 0.916 0.919
O 3.349 2.472 2.852
H 3.056 0.527 1.133
H -1.224 2.920 2.426
C 0.886 4.506 -2.231
C 1.871 3.745 -3.189
O 1.194 2.523 -3.339
C 0.375 2.299 -2.286
O -0.031 1.250 -1.976
O 0.172 3.461 -1.636
H 0.252 5.165 -2.822
H 1.517 5.068 -1.546
H 2.864 3.597 -2.764
H 1.894 4.224 -4.167
C -2.827 -3.239 3.323
C -1.718 -2.128 3.592
O -1.422 -1.704 2.336
C -2.014 -2.360 1.364
O -1.870 -2.173 0.203
O -2.733 -3.389 1.910
H -3.831 -2.931 3.616
H -2.576 -4.145 3.868
H -0.941 -2.704 4.113
H -1.941 -1.386 4.359
*
```

These are the Mulliken partial charges, in e, on atoms 1 to 4:
1 Pd 1.060
2 Br -0.706
3 C -1.140
4 C -0.340


(6)
This record from the Open Molecules 2025 dataset describes a 11-piece molecular cluster, C35H47BCl3O32 overall at a distorted geometry. The level of theory is ωB97M-V with the def2-TZVPD basis set.

The value obtained for the total energy is -5175.15280 hartree.

```
! RIJCOSX wB97M-V def2-TZVPD def2/J DEFGRID3
* xyz -1 1
C 1.564 -4.225 -0.853
C 0.227 -3.537 -0.427
Cl -1.184 -4.618 0.029
C 0.086 -2.146 -0.399
Cl -1.544 -1.459 0.080
C 1.187 -1.071 -0.722
O 2.167 -0.821 0.281
B 3.410 -1.272 -0.385
O 3.179 -1.439 -1.834
C 1.852 -1.025 -2.175
Cl 2.174 0.704 -2.761
H 1.931 -3.699 -1.776
H 2.327 -4.178 -0.041
H 1.428 -5.300 -1.158
H 0.605 -0.102 -0.693
H 4.342 -0.628 0.015
H 3.581 -2.404 0.045
H 1.423 -1.658 -2.986
C 0.162 -4.027 4.559
C -0.260 -2.941 3.611
O 0.937 -2.658 2.894
C 1.719 -3.763 2.964
O 2.715 -3.924 2.334
O 1.218 -4.667 3.849
H -0.642 -4.730 4.777
H 0.553 -3.633 5.502
H -1.021 -3.275 2.901
H -0.624 -2.056 4.131
C 0.791 3.971 -2.647
C -0.023 3.683 -3.873
O -0.849 4.845 -3.982
C -0.215 5.854 -3.336
O -0.555 6.999 -3.381
O 0.851 5.400 -2.636
H 1.789 3.539 -2.697
H 0.302 3.632 -1.730
H 0.591 3.599 -4.773
H -0.626 2.782 -3.772
C -4.818 1.313 1.531
C -5.574 0.159 0.940
O -4.939 -0.975 1.534
C -4.366 -0.553 2.692
O -3.898 -1.277 3.514
O -4.397 0.801 2.792
H -5.440 2.199 1.660
H -3.936 1.582 0.945
H -6.630 0.161 1.222
H -5.498 0.124 -0.145
C 5.226 -3.375 5.828
C 4.034 -4.169 5.383
O 3.235 -4.235 6.566
C 3.582 -3.180 7.346
O 2.993 -2.845 8.326
O 4.687 -2.554 6.864
H 5.646 -2.767 5.028
H 6.016 -4.003 6.250
H 3.466 -3.667 4.600
H 4.302 -5.167 5.039
C -10.056 0.733 -2.198
C -9.934 0.212 -0.796
O -8.548 -0.113 -0.700
C -7.891 0.639 -1.621
O -6.705 0.732 -1.690
O -8.758 1.270 -2.450
H -10.819 1.499 -2.293
H -10.257 -0.061 -2.923
H -10.173 0.970 -0.045
H -10.553 -0.667 -0.619
C -13.516 2.810 -5.747
C -12.058 2.462 -5.639
O -11.861 2.360 -4.230
C -13.069 2.086 -3.673
O -13.226 1.775 -2.535
O -14.070 2.210 -4.579
H -13.977 2.407 -6.647
H -13.693 3.888 -5.708
H -11.822 1.499 -6.099
H -11.412 3.226 -6.067
C -1.473 8.934 -0.296
C -2.645 8.101 -0.724
O -3.418 8.000 0.471
C -3.094 9.062 1.253
O -3.677 9.369 2.244
O -2.021 9.729 0.756
H -1.089 9.561 -1.099
H -0.654 8.331 0.105
H -3.248 8.590 -1.494
H -2.349 7.116 -1.081
C 5.446 -4.374 -1.439
C 6.902 -4.725 -1.342
O 7.099 -4.837 0.069
C 5.885 -5.110 0.629
O 5.731 -5.425 1.768
O 4.891 -4.973 -0.276
H 4.982 -4.771 -2.341
H 5.263 -3.296 -1.397
H 7.135 -5.686 -1.810
H 7.548 -3.958 -1.769
C 9.677 -3.716 2.525
C 10.124 -4.156 1.162
O 10.372 -2.921 0.494
C 10.624 -1.989 1.448
O 11.031 -0.893 1.226
O 10.351 -2.469 2.689
H 9.962 -4.419 3.307
H 8.599 -3.546 2.577
H 11.053 -4.734 1.191
H 9.363 -4.734 0.642
C 5.114 3.335 -0.390
C 6.277 2.392 -0.519
O 5.870 1.532 -1.575
C 4.959 2.204 -2.319
O 4.543 1.827 -3.365
O 4.580 3.361 -1.711
H 5.416 4.334 -0.073
H 4.347 2.962 0.294
H 7.199 2.902 -0.812
H 6.460 1.826 0.394
*
```

These are the Mulliken partial charges, in e, on atoms 1 to 4:
1 C -0.481
2 C 0.149
3 Cl -0.228
4 C -0.086